# C11H15NO

A cluster of 2 separate species, C11H15NO in total (ωB97M-V with the def2-TZVPD basis set, the OMol25 dataset).

The geometry in XYZ format:
```
28
Properties=species:S:1:pos:R:3:forces:R:3
C 1.357262 1.609489 1.820767 -1.59 -1.68 1.14
C 1.261371 1.379155 0.334247 0.87 2.11 -1.51
C 2.359469 1.496935 -0.523765 2.16 -2.65 0.92
N 2.085008 1.090524 -1.824639 -3.90 0.91 -0.21
C 0.596385 1.030614 -1.855625 2.46 -0.27 1.44
C -0.279397 0.667659 -2.872438 2.55 -0.45 -1.91
C -1.469758 0.199324 -2.440808 -2.03 0.22 0.53
C -1.996971 0.337910 -1.070492 1.00 -0.09 -3.57
C -1.299084 1.051176 -0.191074 3.39 -0.20 0.16
C 0.115557 1.172332 -0.525590 0.22 0.85 -0.08
H 1.253481 2.662857 2.261709 0.13 -1.45 -1.00
H 2.349596 1.151048 2.096625 -1.13 0.60 0.35
H 0.444790 0.931751 2.275671 2.48 1.75 -0.60
H 3.456780 1.322381 -0.213546 -1.85 0.93 -0.32
H 2.685673 1.042297 -2.670144 -0.72 0.29 1.39
H 0.202507 0.611420 -3.944149 -1.67 -0.01 1.99
H -2.183717 -0.113921 -3.186739 -0.11 -0.41 -0.03
H -2.897230 -0.166091 -0.924433 -1.67 -0.13 0.52
H -1.573462 1.345046 0.791686 -0.54 -0.10 0.69
C -0.148473 -2.474102 0.751997 -2.19 0.15 -2.29
C -1.082185 -1.551465 1.620298 -1.28 -3.44 -0.35
O -1.585679 -2.136908 2.824779 -0.59 0.07 -0.43
H 0.229808 -1.786077 -0.060186 1.02 -0.68 1.30
H -0.754916 -3.087382 0.009445 -0.12 0.44 1.21
H 0.435059 -3.300077 1.205453 0.41 1.36 0.12
H -0.642966 -0.646820 1.838707 1.19 1.97 0.36
H -2.035706 -1.381289 1.109862 0.55 0.23 -0.41
H -0.883189 -2.457777 3.362395 0.96 -0.32 0.58
```
Positions in Å, forces in eV/Å.

The electronic energy comes out at -558.0429 Ha. For the energy relative to the best compared isomer or geometry (same formula, charge and spin), the calculation gives 64.6 kcal per mole. The molar mass comes out at 177.2 g/mol. The calculation puts the HOMO energy at -7.8 eV. Its structure (SMILES) is Cc1c[nH]c2ccccc12.CCO. The value obtained for the LUMO energy is 0.815 eV.